The following is a quantum chemistry calculation of the molecule C3H3NO2, from OMol25.

```
9
C3H3NO2, DFT ωB97M-V/def2-TZVPD
O -1.512 -1.095 -0.967
C -0.595 -1.531 -0.331
N 0.773 -1.179 -0.597
C 0.948 -0.073 -0.044
C 0.651 1.040 0.588
O 0.051 2.106 -0.016
H -0.717 -2.206 0.531
H 0.889 1.191 1.634
H -0.454 1.779 -0.775
```

HOMO: -9.085 eV
Energy relative to the best compared isomer or geometry (same formula, charge and spin): 302.5 kJ/mol
Largest force on an atom: 0.01702 hartree/bohr
SMILES: O=CN=C=CO



The following is a quantum chemistry calculation of a cluster of 2 separate species, C4H6N2 in total at a distorted geometry, from OMol25.

```
12
C4H6N2, DFT ωB97M-V/def2-TZVPD
N 3.291 0.060 -0.106
C 2.156 -0.077 0.070
C 0.711 -0.226 0.274
C -0.183 1.032 0.082
C -0.925 0.248 -1.031
N -0.044 -0.737 -0.859
H 0.520 -0.779 1.201
H -0.772 1.328 0.954
H 0.342 1.900 -0.321
H -2.538 -0.446 0.157
H -2.546 -0.653 0.875
H -0.013 -1.651 -1.298
```

HOMO: -9.045 eV
Energy relative to the best compared isomer or geometry (same formula, charge and spin): 428.3 kJ/mol
Largest force on an atom: 0.02180 hartree/bohr



The following is a quantum chemistry calculation of a structure of composition C35H30CrN13O2SSb at a distorted geometry, from OMol25.

```
83
C35H30CrN13O2SSb, DFT ωB97M-V/def2-TZVPD
Cr -0.522 -0.045 0.198
C -1.821 1.880 3.867
C -1.687 0.945 2.844
N -1.002 1.260 1.751
C -0.454 2.486 1.650
C -0.617 3.395 2.681
N -1.294 3.094 3.785
C 0.301 2.727 0.396
C 0.860 3.924 -0.010
C 1.496 4.007 -1.251
C 1.494 2.865 -2.056
C 0.906 1.702 -1.595
N 0.360 1.642 -0.379
C 0.776 0.424 -2.339
C 1.160 0.225 -3.651
N 0.999 -0.946 -4.262
C 0.476 -1.934 -3.553
C 0.071 -1.763 -2.232
N 0.202 -0.582 -1.645
C 2.141 5.271 -1.702
C 2.550 5.451 -3.018
C 3.146 6.648 -3.386
N 3.350 7.657 -2.546
C 2.964 7.483 -1.286
C 2.367 6.322 -0.819
H -2.362 1.630 4.770
H -2.105 -0.056 2.904
H -0.186 4.387 2.630
H 0.780 4.789 0.629
H 1.955 2.874 -3.032
H 1.605 1.022 -4.232
H 0.359 -2.892 -4.043
H -0.344 -2.562 -1.633
H 2.410 4.694 -3.776
H 3.473 6.801 -4.407
H 3.143 8.311 -0.610
H 2.114 6.258 0.230
N -5.618 -6.996 -0.490
C -4.723 -6.065 -0.052
C -5.062 -5.187 0.988
C -4.172 -4.225 1.408
C -2.923 -4.129 0.804
C -2.566 -5.001 -0.221
C -3.457 -5.958 -0.648
S -1.781 -2.944 1.345
O -0.461 -3.504 1.256
O -2.235 -2.376 2.591
N -1.739 -1.694 0.252
C -2.841 -0.995 -0.114
N -2.447 0.233 -0.552
C -3.393 1.107 -0.901
C -4.724 0.767 -0.861
C -5.023 -0.525 -0.422
N -4.108 -1.402 -0.045
H -6.477 -7.147 0.005
H -5.342 -7.689 -1.160
H -6.028 -5.280 1.469
H -4.427 -3.547 2.211
H -1.577 -4.941 -0.656
H -3.177 -6.651 -1.433
H -3.061 2.087 -1.222
H -5.494 1.462 -1.157
H -6.052 -0.862 -0.365
N 0.688 -0.755 1.451
C 0.972 -1.312 2.450
C 1.370 -1.816 3.635
C 2.334 -1.048 4.360
N 3.099 -0.392 4.915
C 0.878 -3.044 4.167
N 0.514 -4.021 4.648
C 4.699 -1.967 1.178
Sb 3.564 -0.762 -0.169
C 3.941 1.122 0.795
C 5.080 -0.482 -1.665
H 5.761 -1.747 1.081
H 4.523 -3.019 0.960
H 4.383 -1.761 2.200
H 5.009 1.236 0.973
H 3.417 1.172 1.750
H 3.601 1.940 0.156
H 6.057 -0.338 -1.204
H 4.835 0.404 -2.253
H 5.121 -1.343 -2.330
```

HOMO (alpha / beta): -10.339 / -10.337 eV
Energy relative to the best compared isomer or geometry (same formula, charge and spin): 20.1 kJ/mol
Largest force on an atom: 0.02040 hartree/bohr
⟨S²⟩: 0.887
Charge: +1
Multiplicity: 2



The following is a quantum chemistry calculation of the ion C4H12N3OS with charge +1 at a distorted geometry, from OMol25.

```
21
C4H12N3OS, DFT ωB97M-V/def2-TZVPD
C 1.388 -1.663 0.100
N 1.161 -0.266 -0.148
C 0.790 0.445 1.010
S 1.350 2.226 0.784
N -0.667 0.270 1.070
N -1.150 0.477 -0.246
C -2.467 -0.113 -0.371
C 0.248 0.017 -1.210
O 0.412 1.145 -1.974
H 0.433 -2.219 0.214
H 1.959 -2.178 -0.665
H 1.860 -1.979 1.041
H 1.174 0.113 2.005
H 2.491 2.208 1.513
H -1.124 0.047 1.955
H -1.077 1.506 -0.429
H -2.260 -1.212 -0.324
H -2.997 0.337 0.361
H -2.771 0.142 -1.435
H 0.081 -1.020 -1.715
H 1.168 1.718 -1.537
```

HOMO: -13.302 eV
Energy relative to the best compared isomer or geometry (same formula, charge and spin): 191.6 kJ/mol
Largest force on an atom: 0.10721 hartree/bohr
SMILES: CN1[C@@H](S)N[N@H+](C)[C@H]1O
Charge: +1